2 unconnected molecules or ions with the total composition C4H11NO2 in a non-equilibrium geometry. Source: the Open Molecules 2025 dataset; level of theory: wB97M-V/def2-TZVPD.

```
18
Properties=species:S:1:pos:R:3:forces:R:3:nbo_charge:R:1
C -2.2058 -1.1817 -0.2602 0.986 1.464 0.274 -0.642
C -1.3436 -1.1782 1.0212 0.442 -2.227 -0.273 -0.032
N -0.5141 -2.4966 1.1488 -2.394 0.938 3.913 -0.891
C -0.4281 0.0071 1.0324 0.023 0.247 -0.967 -0.548
C 0.6743 -0.1275 2.0721 -0.830 1.291 -1.852 0.442
O 1.4919 0.7503 2.0692 1.045 -0.160 1.106 -0.523
H -1.7689 -1.3200 -1.2690 0.389 -1.108 0.929 0.221
H -2.6152 -0.2067 -0.4784 -0.468 0.689 0.679 0.209
H -2.9779 -1.7907 0.0619 -1.883 -1.617 -0.717 0.216
H -1.9978 -1.2703 1.9541 0.627 0.732 -1.352 0.188
H -0.9840 -3.1484 1.9370 1.591 1.697 -3.190 0.377
H -0.2805 -2.9037 0.2870 -0.087 -0.967 -1.022 0.369
H -0.9868 0.9560 1.0775 0.005 -0.244 0.966 0.241
H -0.0273 0.2272 -0.0131 0.250 -0.974 1.209 0.233
H 0.6494 -1.0403 2.6851 0.301 0.239 0.297 0.140
O 2.3593 3.6616 -5.4286 0.149 0.006 0.566 -0.935
H 1.9614 3.8038 -4.5577 0.159 -0.047 -0.277 0.468
H 1.6365 3.7554 -6.0440 -0.307 0.042 -0.288 0.466
```
Positions in Å, forces in eV/Å.

Summary:
Maximum force   0.091 Eh/bohr
Total charge   0
SMILES   C[C@@H](N)CC=O.O
LUMO level   0.02953 hartree
HOMO-LUMO gap   0.3619 Ha
2S+1   1
HOMO level   -9.04 eV
Energy above the lowest of the compared OMol25 structures with the same formula, charge and spin   59.0 kcal/mol